(1)
The following is a quantum chemistry calculation of a molecular structure, C30H26AsBrF6N5O2PSZr at a distorted geometry, from the Open Molecules 2025 dataset.

Summary:
E_tot (eV): -211651.8935
Total charge: +3
Spin multiplicity: 2
Energy relative to the best compared isomer or geometry (same formula, charge and spin) (eV): 0.000
Kohn-Sham gap (spin up / spin down) (eV): 6.10 / 4.36
Expectation value of S²: 0.780
Lowest unoccupied orbital energy (spin up / spin down) (hartree): -0.3771 / -0.4409

```
74
Properties=species:S:1:pos:R:3:lowdin_spin:R:1
Zr 0.0345 0.0929 -0.1005 0.00
N 2.4593 1.6630 3.6584 0.11
C 1.5056 0.9810 3.1093 0.05
S -0.1972 1.4718 3.3041 0.01
N 1.8312 -0.3009 2.7252 0.46
N 1.1605 -0.8653 1.7408 0.05
C 1.0146 -2.1685 1.8563 0.12
C 0.5169 -2.8940 0.7238 0.00
C 0.2987 -4.2564 0.7935 0.06
C -0.1257 -4.9225 -0.3646 -0.01
C -0.2967 -4.1954 -1.5184 0.06
C -0.0771 -2.8061 -1.5058 0.02
N 0.3160 -2.1680 -0.4179 0.02
H 2.2560 2.5400 4.1248 0.00
H 3.4202 1.3307 3.6454 0.00
H 1.2648 -2.6831 2.7793 0.00
H 0.4606 -4.7911 1.7206 0.00
H -0.3126 -5.9882 -0.3453 0.00
H -0.6152 -4.6674 -2.4381 0.00
H -0.2398 -2.2040 -2.3922 0.00
O -1.5220 6.0211 1.7159 0.00
C -1.2114 4.8025 1.3167 0.00
C -1.2606 4.3493 -0.0004 0.00
C -0.9157 3.0419 -0.2545 0.00
N -0.5409 2.1729 0.6987 0.00
C -0.4894 2.6231 1.9596 0.00
Br 2.3628 1.4641 0.1123 0.02
C -0.8016 3.9066 2.3217 0.00
H -1.8262 6.5943 0.9965 0.00
H -1.5832 4.9910 -0.8098 0.00
H -0.9821 2.6465 -1.2596 0.00
H -0.7653 4.2357 3.3506 0.00
F -1.4979 -0.4295 1.2498 0.00
P -3.1461 -0.4458 0.2879 0.00
F -4.2844 -0.3912 -0.7376 0.00
F -3.2349 1.0505 0.7165 0.00
F -3.8446 -0.9771 1.5536 0.00
F -2.6371 -1.8710 -0.1533 0.00
F -1.9294 0.1518 -0.9425 0.00
O 0.4731 0.3580 -2.0136 0.00
As 1.8827 0.7210 -3.0494 0.00
C 3.2757 -0.5566 -2.7971 0.00
C 4.1113 -0.7166 -3.9039 0.00
C 5.1379 -1.6487 -3.8586 0.00
C 5.3149 -2.4350 -2.7297 0.00
C 4.4710 -2.2857 -1.6367 0.00
C 3.4571 -1.3414 -1.6644 0.00
C 2.3972 2.5377 -3.0793 0.00
C 1.4805 3.5655 -2.8867 0.00
C 1.9026 4.8772 -3.0199 0.00
C 3.2267 5.1560 -3.3390 0.00
C 4.1334 4.1241 -3.5325 0.00
C 3.7253 2.8043 -3.3984 0.00
C 1.2075 0.3111 -4.7669 0.00
C 0.9389 -1.0218 -5.0956 0.00
C 0.4033 -1.3363 -6.3287 0.00
C 0.1336 -0.3225 -7.2461 0.00
C 0.4033 0.9986 -6.9265 0.00
C 0.9369 1.3214 -5.6860 0.00
H 3.9616 -0.1409 -4.8096 0.00
H 5.7909 -1.7665 -4.7128 0.00
H 6.1128 -3.1651 -2.7005 0.00
H 4.6204 -2.8966 -0.7560 0.00
H 2.8392 -1.2018 -0.7895 0.00
H 0.4411 3.3470 -2.6855 0.00
H 1.1986 5.6885 -2.8894 0.00
H 3.5507 6.1822 -3.4474 0.00
H 5.1615 4.3436 -3.7862 0.00
H 4.4453 2.0075 -3.5364 0.00
H 1.1921 -1.8186 -4.4033 0.00
H 0.2069 -2.3665 -6.5935 0.00
H -0.2765 -0.5696 -8.2159 0.00
H 0.2032 1.7802 -7.6466 0.00
H 1.1527 2.3565 -5.4523 0.00
```

(2)
The following is a quantum chemistry calculation of a molecular structure, C30H26AsCuN3O5S, from the Open Molecules 2025 dataset.

Summary:
E_tot (eV): -162550.1687
Total charge: 0
Spin multiplicity: 2
Energy relative to the best compared isomer or geometry (same formula, charge and spin) (eV): 0.084
Kohn-Sham gap (spin up / spin down) (eV): 8.97 / 7.13
Expectation value of S²: 0.754
Lowest unoccupied orbital energy (spin up / spin down) (hartree): 0.0251 / -0.0437

```
67
Properties=species:S:1:pos:R:3:lowdin_spin:R:1
Cu 0.8264 -0.8743 -0.9712 0.64
C 7.6329 -0.6546 1.8421 0.00
C 6.1339 -0.7624 1.8179 0.00
C 5.4923 -1.4358 0.7787 0.00
C 4.1158 -1.5599 0.7527 0.00
C 3.3632 -1.0054 1.7798 0.00
C 3.9783 -0.3356 2.8254 0.00
C 5.3601 -0.2179 2.8366 0.00
S 1.6013 -1.0804 1.7059 0.01
O 1.2502 -2.2883 0.9913 0.01
O 1.1064 -0.8888 3.0421 0.01
N 1.1390 0.0497 0.6715 0.07
C 0.9668 1.4053 0.8764 0.01
C 1.1120 2.0423 2.1165 0.00
C 0.8815 3.4006 2.1768 0.00
C 0.5058 4.0924 1.0311 0.00
C 0.3703 3.3688 -0.1369 0.00
N 0.5941 2.0594 -0.2256 0.00
H 8.0263 -0.4380 0.8489 0.00
H 8.0806 -1.5932 2.1750 0.00
H 7.9619 0.1312 2.5207 0.00
H 6.0820 -1.8679 -0.0208 0.00
H 3.6254 -2.0909 -0.0528 0.00
H 3.3790 0.0709 3.6287 0.00
H 5.8439 0.3040 3.6533 0.00
H 1.3642 1.4695 2.9957 0.00
H 0.9838 3.9204 3.1213 0.00
H 0.3162 5.1562 1.0468 0.00
H 0.0609 3.8564 -1.0566 0.00
O 2.2093 -0.1413 -2.3888 0.04
N 1.6665 -0.9015 -3.2389 0.00
O 1.9104 -0.8889 -4.4083 0.01
O 0.8030 -1.7196 -2.7297 0.07
C -4.3106 -4.3982 -0.9064 0.00
C -4.7422 -3.2587 -0.2417 0.00
C -3.9433 -2.1245 -0.2152 0.00
C -2.7097 -2.1340 -0.8573 0.01
C -2.2748 -3.2776 -1.5196 0.00
C -3.0787 -4.4080 -1.5449 0.00
As -1.5721 -0.5774 -0.8848 0.07
C -2.1978 0.4122 -2.4222 0.01
C -3.4506 0.1918 -2.9808 0.00
C -3.8474 0.9208 -4.0931 0.00
C -2.9937 1.8629 -4.6488 0.00
C -1.7380 2.0757 -4.0970 0.00
C -1.3348 1.3495 -2.9854 0.00
C -2.1703 0.4364 0.6415 0.01
C -1.9433 -0.0989 1.9055 0.00
C -2.2696 0.6351 3.0345 0.00
C -2.8177 1.9039 2.9024 0.00
C -3.0393 2.4393 1.6419 0.00
C -2.7134 1.7080 0.5074 0.00
H -4.9341 -5.2827 -0.9230 0.00
H -5.7012 -3.2526 0.2600 0.00
H -4.2773 -1.2384 0.3110 0.00
H -1.3115 -3.2870 -2.0164 0.00
H -2.7395 -5.2978 -2.0587 0.00
H -4.1152 -0.5511 -2.5565 0.00
H -4.8229 0.7480 -4.5290 0.00
H -3.3042 2.4258 -5.5196 0.00
H -1.0660 2.8001 -4.5388 0.00
H -0.3549 1.5096 -2.5501 0.00
H -1.4929 -1.0788 2.0162 0.00
H -2.0779 0.2202 4.0153 0.00
H -3.0651 2.4800 3.7849 0.00
H -3.4595 3.4315 1.5387 0.00
H -2.8738 2.1328 -0.4759 0.00
```

(3)
The following is a quantum chemistry calculation of a molecular structure, C30H26AuN4O5STe at a distorted geometry, from the Open Molecules 2025 dataset.

Summary:
E_tot (eV): -69539.2967
Total charge: +1
Energy relative to the best compared isomer or geometry (same formula, charge and spin) (eV): 2.470
Kohn-Sham gap (eV): 2.12
Lowest unoccupied orbital energy (hartree): -0.2406

```
68
Properties=species:S:1:pos:R:3:mulliken_charge:R:1
Au 0.0799 1.7379 -1.2464 0.69
C -5.0018 -5.3993 0.6644 -0.84
O -4.0057 -5.9286 1.5676 -0.36
C -2.7452 -5.8639 1.2706 0.98
C -2.2393 -5.2784 0.0778 -0.49
C -0.8941 -5.2128 -0.1080 -0.41
C -0.0069 -5.7183 0.8862 0.07
C -0.5256 -6.3743 2.0394 -0.16
C -1.8643 -6.4305 2.2303 -0.74
N 1.3237 -5.6465 0.7908 -0.67
N 1.9230 -4.9495 -0.0399 0.00
C 1.8830 -3.7437 -0.4762 0.20
C 2.4521 -3.4810 -1.7962 -0.59
C 2.2878 -2.3011 -2.3841 -0.76
C 1.5387 -1.1987 -1.7338 0.60
O 1.2719 -0.1998 -2.3520 -0.55
C 1.1510 -1.4004 -0.2871 0.21
N 0.6558 -0.3560 0.3645 0.02
C 0.3607 -0.4711 1.6541 -0.39
C 0.5831 -1.6446 2.3707 -1.07
C 1.1032 -2.7306 1.7017 -0.42
C 1.3652 -2.6292 0.3365 0.82
H -5.9533 -5.5616 1.1552 0.25
H -4.9816 -5.9352 -0.2829 0.37
H -4.8498 -4.3333 0.5052 0.37
H -2.9043 -4.9028 -0.6854 0.46
H -0.4903 -4.8003 -1.0249 0.50
H 0.1641 -6.7698 2.7744 0.50
H -2.2955 -6.8936 3.1076 0.47
H 2.9384 -4.3009 -2.3105 0.48
H 2.6553 -2.1209 -3.3865 0.47
H -0.0441 0.4109 2.1393 0.46
H 0.3670 -1.6911 3.4294 0.47
H 1.3397 -3.6370 2.2461 0.68
N -2.1346 1.5294 -1.4723 -0.64
C -2.8502 2.3581 -0.4983 0.77
C -2.3265 2.4765 0.7835 0.35
C -2.9840 3.2307 1.7358 -0.99
C -4.1686 3.8751 1.3928 -0.08
C -4.6887 3.7715 0.1135 -0.59
C -4.0221 3.0010 -0.8404 -0.67
S -5.0028 4.8283 2.6837 1.27
O -6.0468 5.5466 1.9789 -0.69
O -5.4661 3.7811 3.5822 -0.67
O -3.9309 5.6494 3.2225 -0.68
H -2.4675 1.6948 -2.4147 0.30
H -2.2937 0.5511 -1.2605 0.30
H -1.3840 1.9838 1.0135 -0.04
H -2.5955 3.3439 2.7406 0.35
H -5.6092 4.2886 -0.1261 0.52
H -4.4213 2.9115 -1.8487 0.29
C 2.4641 4.7138 -0.7873 -1.04
Te 2.0829 2.7978 0.0843 0.07
C 3.6599 2.1765 -1.2417 -0.84
C 4.4961 3.4145 -1.4538 0.58
C 5.8162 3.3421 -1.8845 -0.75
C 6.5532 4.5024 -2.0649 -0.54
C 5.9786 5.7392 -1.8054 -0.57
C 4.6611 5.8173 -1.3796 -0.75
C 3.9120 4.6573 -1.2133 0.51
H 2.2725 5.5149 -0.0784 0.53
H 1.7962 4.8335 -1.6370 0.41
H 3.2061 1.8239 -2.1659 0.43
H 4.2289 1.3614 -0.7952 0.59
H 6.2684 2.3748 -2.0734 0.41
H 7.5823 4.4399 -2.3967 0.39
H 6.5591 6.6445 -1.9245 0.40
H 4.2125 6.7806 -1.1666 0.43
```

(4)
The following is a quantum chemistry calculation of a molecular structure, C30H26BaN3O3PSSe3Te, from the Open Molecules 2025 dataset.

Summary:
E_tot (eV): -266299.8437
Total charge: -2
Energy relative to the best compared isomer or geometry (same formula, charge and spin) (eV): 0.160
Kohn-Sham gap (eV): 5.54
Lowest unoccupied orbital energy (hartree): 0.1103

```
69
Properties=species:S:1:pos:R:3:mulliken_charge:R:1
Ba 2.3711 1.8533 3.4089 1.52
Se 2.5298 -0.9792 4.9086 -0.64
Se 1.9842 -0.0631 6.9814 -0.27
Te 3.8543 1.5671 7.3786 -0.04
Se 3.2685 3.4507 5.8490 -0.78
C -2.5149 1.9286 -2.0922 -1.72
C -1.0471 1.8493 -2.4458 1.14
C -0.7001 1.7530 -3.7947 -0.72
C 0.6209 1.7209 -4.2155 -0.60
C 1.6383 1.7898 -3.2758 -0.83
C 1.3080 1.8653 -1.9307 -1.18
C -0.0193 1.8909 -1.4880 0.71
P -0.1586 2.0154 0.3522 0.97
C -1.7206 1.1369 0.7704 0.35
C -2.7145 1.8088 1.4806 -0.23
C -3.8693 1.1556 1.8877 -0.77
C -4.0371 -0.1913 1.5989 -0.80
C -3.0457 -0.8745 0.9089 -0.50
C -1.8819 -0.2344 0.4856 0.66
C -0.8453 -1.0255 -0.2789 -1.01
C -0.5053 3.7843 0.6036 0.58
C -0.7694 4.6668 -0.4492 -0.35
C -0.7891 6.0409 -0.2698 -0.94
C -0.4692 6.5493 0.9975 -0.40
C -0.2006 5.7092 2.0523 -0.89
C -0.2594 4.2877 1.9269 1.98
C -0.0588 3.4343 3.0430 -3.41
H -3.0748 2.3642 -2.9222 0.52
H -2.6835 2.5347 -1.2051 0.24
H -2.9297 0.9357 -1.8915 0.29
H -1.4952 1.7190 -4.5329 0.41
H 0.8526 1.6498 -5.2725 0.38
H 2.6768 1.7756 -3.5867 0.40
H 2.0968 1.9053 -1.1888 0.33
H -2.5811 2.8606 1.7100 0.33
H -4.6290 1.6956 2.4403 0.43
H -4.9338 -0.7131 1.9155 0.37
H -3.1635 -1.9359 0.7057 0.45
H -0.9717 -2.0942 -0.1121 0.58
H 0.1663 -0.7482 0.0227 -0.30
H -0.9214 -0.8406 -1.3543 0.22
H -0.9444 4.2741 -1.4457 0.23
H -1.0247 6.7020 -1.0944 0.41
H -0.4299 7.6251 1.1470 0.35
H 0.0564 6.1244 3.0231 0.37
H -0.5797 2.4770 3.0332 0.76
H -0.0267 3.9085 4.0247 0.39
O 0.8706 -9.2233 -1.5479 -0.69
S 0.0237 -8.1530 -1.0617 1.18
O -0.0261 -8.0145 0.3767 -0.67
O -1.2542 -8.0186 -1.7404 -0.69
C 0.8703 -6.6473 -1.6431 0.10
N 1.1708 -6.6236 -2.9522 -0.51
C 1.6702 -5.4879 -3.4109 -0.36
C 1.8967 -4.3835 -2.6067 -0.63
C 1.6030 -4.5248 -1.2615 0.23
N 1.0817 -5.6537 -0.7848 -0.35
C 1.8440 -3.4155 -0.2861 1.35
C 1.2775 -3.4399 0.9841 -0.58
C 1.4866 -2.3660 1.8410 -0.46
N 2.2235 -1.2995 1.5104 -0.11
C 2.7887 -1.3025 0.3018 -0.69
C 2.6309 -2.3197 -0.6180 -0.50
H 1.9004 -5.4555 -4.4732 0.40
H 2.2703 -3.4571 -3.0216 0.37
H 0.6738 -4.2908 1.2771 0.61
H 1.0484 -2.3478 2.8338 0.44
H 3.3925 -0.4356 0.0506 0.28
H 3.1284 -2.2492 -1.5770 0.31
```